DFT (the ωB97M-V functional and the def2-TZVPD basis) results for a molecular structure, C24H55IO11Si2 in a non-equilibrium geometry.

Properties
* HOMO: -9.7 eV
* gap between HOMO and LUMO: 0.36640 Ha
* strongest force on any atom: 8.78 eV/Å
* LUMO: 0.22 eV

Atoms and positions in Å:
C 2.190 0.390 3.471
C 2.399 0.829 1.882
O 3.082 1.912 1.479
O 1.798 -0.064 0.874
C 2.832 -0.853 0.165
C 2.088 -1.489 -1.180
C 1.837 -0.188 -2.193
C 0.342 -0.404 -2.893
C -0.495 0.991 -3.104
Si -1.433 1.595 -1.502
C -2.091 -0.035 -0.651
C -2.789 0.217 0.811
C -4.321 -0.413 0.713
C -4.412 -2.008 1.079
O -3.121 -2.711 1.137
C -3.066 -3.825 0.147
C -1.941 -3.663 -1.061
O -3.888 -4.876 0.276
C -2.850 2.758 -2.131
C -4.107 2.922 -1.091
C -3.747 3.828 0.256
O -4.576 3.720 1.301
O -2.588 4.732 0.369
O -0.396 2.393 -0.329
Si 0.571 3.673 -1.046
I 1.120 5.550 0.484
H 1.410 -0.510 3.507
H 1.745 1.330 4.018
H 3.236 0.064 3.901
H 3.675 -0.131 -0.257
H 3.270 -1.733 0.820
H 2.760 -2.271 -1.752
H 1.093 -1.977 -0.804
H 2.687 -0.289 -3.024
H 1.925 0.844 -1.647
H 0.580 -0.814 -3.989
H -0.265 -1.267 -2.367
H -1.362 0.740 -3.885
H 0.156 1.822 -3.609
H -1.116 -0.690 -0.444
H -2.751 -0.675 -1.403
H -2.798 1.359 1.153
H -2.161 -0.341 1.659
H -5.039 0.280 1.326
H -4.667 -0.313 -0.424
H -5.059 -2.524 0.222
H -5.066 -2.126 2.067
H -0.941 -3.236 -0.617
H -2.309 -2.972 -1.947
H -1.731 -4.735 -1.483
H -2.483 3.843 -2.429
H -3.266 2.269 -3.137
H -4.642 1.898 -0.823
H -4.937 3.556 -1.670
H -2.375 5.143 -0.530
H 0.011 4.158 -2.334
H 1.871 3.050 -1.405
C 1.172 2.985 -7.250
C 0.126 3.195 -6.175
O 0.750 3.585 -4.961
H 1.889 2.217 -6.944
H 0.707 2.680 -8.192
H 1.743 3.904 -7.420
H -0.427 2.269 -5.993
H -0.588 3.972 -6.468
H 1.231 4.413 -5.131
C 4.136 -3.915 5.392
C 3.713 -2.498 5.066
O 3.117 -2.454 3.777
H 4.847 -4.286 4.647
H 4.601 -3.965 6.381
H 3.274 -4.591 5.374
H 4.579 -1.830 5.064
H 2.991 -2.125 5.799
H 2.344 -3.044 3.792
C -2.940 -7.987 1.138
C -3.654 -9.182 1.733
O -2.739 -9.974 2.477
H -2.123 -8.312 0.486
H -3.630 -7.369 0.558
H -2.493 -7.371 1.926
H -4.081 -9.806 0.942
H -4.465 -8.865 2.397
H -2.373 -9.413 3.182
C 5.336 5.834 2.855
C 4.913 7.251 2.528
O 4.317 7.295 1.240
H 6.047 5.464 2.110
H 5.801 5.784 3.843
H 4.474 5.159 2.836
H 5.779 7.919 2.526
H 4.191 7.624 3.262
H 3.544 6.706 1.254